18
Properties=species:S:1:pos:R:3 method="wB97M-V/def2-TZVPD" total_energy_ev=-8548.2198 multiplicity=1 de_lowest_ev=1.5911 largest_force_ev_per_a=2.993
B 1.01 1.57 0.50
C 0.09 0.41 0.11
C 0.23 -0.95 0.27
C 1.03 -1.86 1.18
C -0.71 -1.62 -0.63
N -1.43 -0.56 -1.36
C -0.96 0.52 -0.88
C -1.45 1.88 -1.16
H 1.01 2.23 1.59
H 1.69 2.03 -0.34
H 0.83 -2.87 0.96
H 0.87 -1.58 2.19
H 2.03 -1.70 0.88
H -0.28 -2.27 -1.39
H -1.57 -1.98 -0.04
H -0.50 2.47 -1.28
H -1.87 2.34 -0.26
H -2.21 1.74 -1.94

15
Properties=species:S:1:pos:R:3 method="wB97M-V/def2-TZVPD" total_energy_ev=-7828.5259 multiplicity=1 de_lowest_ev=3.7940 largest_force_ev_per_a=3.687
C -0.43 -1.18 0.36
C 0.64 1.37 0.68
C -1.30 0.00 -1.00
N 0.92 -0.99 0.33
C 1.58 0.27 0.46
O 2.73 0.34 0.07
H 1.46 -1.64 -0.23
H -0.92 -0.72 1.21
H -0.76 -2.19 0.13
H 1.13 2.33 0.64
H -0.34 1.02 -0.16
H 0.04 1.27 1.58
H -0.90 -0.42 -1.93
H -2.27 -0.48 -0.85
H -1.58 1.01 -1.30

10
Properties=species:S:1:pos:R:3 method="wB97M-V/def2-TZVPD" total_energy_ev=-9665.4346 multiplicity=1 de_lowest_ev=1.4862 total_charge=-1 largest_force_ev_per_a=2.349
C 2.11 -0.11 -1.27
N -0.14 -0.71 0.30
N 0.76 1.37 0.72
N 0.13 0.50 -0.34
O 2.45 0.72 -2.06
O 2.35 -1.06 -0.59
H -0.31 -0.53 1.27
H 0.67 -1.35 0.32
H 1.60 1.82 0.19
H 1.09 0.70 1.49

76
Properties=species:S:1:pos:R:3 method="wB97M-V/def2-TZVPD" s2=0.756 total_energy_ev=-66523.6659 multiplicity=2 de_lowest_ev=0.0000 total_charge=+2 largest_force_ev_per_a=0.577
Ru -0.37 0.58 -0.01
N 1.34 3.18 2.95
C 0.83 2.18 2.24
S -0.42 2.58 1.07
N 1.24 0.96 2.46
N 0.66 0.04 1.63
C 0.88 -1.22 1.88
C 1.66 -1.75 3.01
C 2.99 -1.39 3.22
C 3.70 -1.95 4.28
C 3.08 -2.85 5.13
C 1.75 -3.20 4.94
C 1.05 -2.66 3.88
C 0.28 -2.13 0.88
C 0.41 -3.51 0.89
C -0.29 -4.26 -0.04
C -1.10 -3.62 -0.96
C -1.16 -2.24 -0.95
N -0.47 -1.51 -0.07
H 0.99 4.11 2.86
H 1.96 2.97 3.73
H 3.48 -0.69 2.57
H 4.73 -1.68 4.43
H 3.63 -3.28 5.96
H 1.26 -3.89 5.61
H 0.01 -2.93 3.73
H 1.04 -3.98 1.63
H -0.20 -5.34 -0.04
H -1.68 -4.17 -1.69
H -1.76 -1.69 -1.67
O -6.26 2.67 -3.53
N -6.46 1.80 -2.71
O -7.50 1.21 -2.54
C -5.33 1.42 -1.83
C -5.66 0.96 -0.61
C -4.64 0.59 0.33
C -4.92 0.15 1.63
C -3.87 -0.17 2.46
C -2.57 -0.07 1.98
N -2.29 0.34 0.75
C -3.31 0.69 -0.07
C -2.96 1.18 -1.37
N -1.62 1.28 -1.63
C -1.28 1.82 -2.79
C -2.20 2.22 -3.75
C -3.54 2.09 -3.51
C -3.96 1.58 -2.27
H -6.70 0.87 -0.35
H -5.94 0.08 1.97
H -4.04 -0.51 3.47
H -1.72 -0.33 2.60
H -0.23 1.95 -2.99
H -1.84 2.63 -4.69
H -4.27 2.39 -4.25
C 1.49 -0.10 -2.27
N 2.68 0.01 -3.08
C 2.95 1.43 -3.35
N 3.17 2.17 -2.11
C 1.99 2.09 -1.28
N 1.60 0.66 -0.96
C 2.82 0.07 -0.28
N 4.01 0.16 -1.08
C 3.81 -0.55 -2.34
C 4.29 1.57 -1.38
H 1.33 -1.15 -2.02
H 0.63 0.26 -2.83
H 2.12 1.87 -3.90
H 3.85 1.50 -3.97
H 1.15 2.59 -1.77
H 2.17 2.59 -0.33
H 2.61 -0.98 -0.07
H 2.96 0.61 0.66
H 3.61 -1.61 -2.13
H 4.71 -0.48 -2.94
H 5.19 1.63 -1.99
H 4.45 2.12 -0.45

66
Properties=species:S:1:pos:R:3 method="wB97M-V/def2-TZVPD" total_energy_ev=-82436.9185 multiplicity=1 de_lowest_ev=0.0000 total_charge=-1 largest_force_ev_per_a=1.208
Pt -0.35 -0.78 -1.01
S -2.03 0.05 0.27
C -1.28 -0.36 1.79
N -1.84 0.02 2.87
N -1.35 -0.47 4.06
C -1.07 -1.79 4.41
C -1.33 -2.89 3.58
C -1.09 -4.18 4.04
C -0.59 -4.41 5.31
C -0.32 -3.32 6.13
C -0.56 -2.03 5.69
N -0.05 -1.01 1.82
N 0.51 -1.21 0.75
C 1.86 -1.68 0.93
C 2.79 -1.51 -0.08
C 4.11 -1.87 0.12
C 4.52 -2.39 1.33
C 3.59 -2.58 2.35
C 2.27 -2.23 2.15
H -1.45 0.18 4.81
H -1.74 -2.74 2.59
H -1.31 -5.01 3.38
H -0.40 -5.42 5.66
H 0.07 -3.48 7.13
H -0.36 -1.18 6.34
H 2.48 -1.08 -1.02
H 4.83 -1.73 -0.68
H 5.56 -2.65 1.49
H 3.90 -3.01 3.30
H 1.53 -2.39 2.93
F -1.55 -3.18 -3.69
C -0.27 -3.42 -3.96
F -0.17 -4.69 -4.36
F 0.10 -2.63 -4.97
S 0.81 -3.15 -2.48
O 1.94 -4.01 -2.71
O -0.02 -3.53 -1.36
O 1.12 -1.69 -2.52
N -1.28 -0.24 -2.68
C -1.27 0.16 -3.78
N -1.45 0.70 -4.90
C -0.90 0.66 -6.09
N -0.49 0.73 -7.18
C 2.24 3.35 0.48
C 1.89 2.03 0.23
N 1.05 1.68 -0.75
C 0.54 2.63 -1.50
C 0.82 3.99 -1.34
C 1.69 4.34 -0.32
C 0.29 4.99 -2.28
C -0.96 5.14 -2.72
C -2.17 4.45 -2.24
C -3.38 4.64 -2.90
C -4.50 4.05 -2.35
N -4.45 3.31 -1.25
C -3.24 3.15 -0.71
N -2.11 3.69 -1.14
H 2.92 3.59 1.29
H 2.31 1.22 0.83
H -0.13 2.31 -2.29
H 1.94 5.38 -0.15
H 1.04 5.66 -2.70
H -1.14 5.89 -3.48
H -3.44 5.24 -3.80
H -5.48 4.18 -2.80
H -3.18 2.52 0.17

6
Properties=species:S:1:pos:R:3 method="wB97M-V/def2-TZVPD" total_energy_ev=-157177.3964 multiplicity=1 de_lowest_ev=0.8929 largest_force_ev_per_a=2.259
C 1.00 -0.41 -0.11
N -0.25 -0.26 -0.06
O -0.89 0.76 -0.01
Cl 2.08 1.07 -0.01
Br -3.87 0.82 0.13
Br 1.94 -1.99 0.05

67
Properties=species:S:1:pos:R:3 method="wB97M-V/def2-TZVPD" s2=6.020 total_energy_ev=-67293.0855 multiplicity=5 de_lowest_ev=0.6152 total_charge=-1 largest_force_ev_per_a=1.314
Ir 0.26 0.11 0.69
C 2.83 -0.91 -2.26
N 1.45 -1.07 -1.89
C 0.57 -0.37 -2.82
C 0.75 1.15 -2.88
N 0.59 1.82 -1.59
C 1.84 2.39 -1.08
C -0.45 2.82 -1.54
C -0.90 3.52 -2.64
C -1.91 4.47 -2.54
C -2.50 4.72 -1.31
C -2.05 4.04 -0.20
C -1.01 3.11 -0.28
S -0.44 2.45 1.22
C 1.03 -2.40 -1.65
C 1.86 -3.49 -1.88
C 1.42 -4.80 -1.71
C 0.12 -5.04 -1.34
C -0.70 -3.98 -1.02
C -0.25 -2.66 -1.12
S -1.33 -1.41 -0.54
H 3.07 -1.36 -3.24
H 3.46 -1.35 -1.49
H 3.06 0.15 -2.32
H -0.46 -0.55 -2.50
H 0.69 -0.77 -3.84
H -0.02 1.48 -3.58
H 1.72 1.42 -3.33
H 2.29 3.10 -1.80
H 2.55 1.59 -0.86
H 1.63 2.92 -0.15
H -0.46 3.37 -3.62
H -2.22 5.02 -3.42
H -3.30 5.45 -1.22
H -2.50 4.22 0.76
H 2.88 -3.35 -2.19
H 2.11 -5.61 -1.90
H -0.26 -6.06 -1.28
H -1.71 -4.14 -0.66
C 3.48 1.59 4.12
C 3.23 0.28 4.85
N 2.37 0.38 6.00
C 2.85 1.16 7.13
C 2.21 2.55 7.17
C 1.20 -0.30 6.16
O 0.66 -0.40 7.25
C 0.55 -0.87 4.95
C 0.03 -2.17 4.98
C -0.78 -2.57 3.94
C -1.03 -1.70 2.90
N -0.48 -0.48 2.82
C 0.26 -0.08 3.86
H 4.11 1.38 3.26
H 3.98 2.32 4.75
H 2.55 2.01 3.75
H 4.20 -0.13 5.19
H 2.80 -0.43 4.14
H 3.94 1.24 7.07
H 2.58 0.62 8.05
H 2.48 3.13 6.29
H 2.53 3.08 8.06
H 1.13 2.44 7.20
H 0.23 -2.81 5.83
H -1.24 -3.55 3.92
H -1.69 -1.98 2.08
H 0.61 0.95 3.82
Te 2.54 -0.78 1.30

25
Properties=species:S:1:pos:R:3 method="wB97M-V/def2-TZVPD" total_energy_ev=-17065.2154 multiplicity=1 de_lowest_ev=1.1145 largest_force_ev_per_a=3.973
O 2.18 -1.98 -0.16
C 3.08 -1.25 0.66
C 3.47 0.16 0.13
N 2.40 1.13 -0.18
C 1.06 0.98 -0.26
C 0.19 2.19 -0.18
N -1.10 2.09 0.03
C -1.70 0.84 0.11
C -3.06 0.72 0.47
C -3.69 -0.59 0.29
C -2.91 -1.65 -0.11
C -1.58 -1.53 -0.39
C -0.90 -0.35 -0.23
N 0.43 -0.19 -0.43
H 1.41 -1.41 -0.32
H 4.01 -1.79 0.87
H 2.61 -1.18 1.64
H 4.22 0.69 0.86
H 4.08 -0.03 -0.74
H 2.61 2.13 0.06
H 0.53 3.20 -0.39
H -3.55 1.55 0.93
H -4.76 -0.73 0.51
H -3.37 -2.60 -0.18
H -1.03 -2.34 -0.84

13
Properties=species:S:1:pos:R:3 method="wB97M-V/def2-TZVPD" total_energy_ev=-6786.3962 multiplicity=1 de_lowest_ev=2.1164 largest_force_ev_per_a=0.587
C 1.78 0.03 0.33
C 0.31 0.20 0.11
C -0.61 -0.96 -0.16
N -1.85 -0.25 -0.43
C -1.85 1.06 -0.26
C -0.43 1.32 0.09
H 2.22 0.94 0.75
H 2.01 -0.80 1.01
H 2.29 -0.18 -0.62
H -0.29 -1.61 -0.98
H -2.70 -0.76 -0.66
H -0.72 -1.57 0.74
H -0.05 2.31 0.31

56
Properties=species:S:1:pos:R:3 method="wB97M-V/def2-TZVPD" total_energy_ev=-47953.8269 multiplicity=1 de_lowest_ev=2.0266 largest_force_ev_per_a=0.130
C 3.03 3.89 -5.42
O 1.63 3.75 -5.19
C 1.33 3.22 -3.97
C 1.03 1.85 -3.87
C 1.08 0.99 -5.10
C 0.68 1.33 -2.64
C 0.63 2.13 -1.50
C 0.24 1.48 -0.21
O -0.38 0.43 -0.20
N 0.62 2.10 0.93
C 0.32 1.49 2.23
C -1.13 1.68 2.64
C -1.43 1.04 3.98
O -1.30 -0.36 3.86
C -1.34 -1.02 5.10
C -1.33 -2.52 4.86
N -2.61 -3.05 4.41
C -2.87 -3.62 3.19
O -3.82 -4.35 3.01
C -1.93 -3.30 2.13
C -1.19 -3.03 1.22
C -0.33 -2.70 0.10
C 0.62 -3.83 -0.34
C 0.95 -3.42 -1.78
O -0.09 -2.54 -2.21
C -1.09 -2.46 -1.21
C 0.91 3.49 -1.61
C 1.25 4.02 -2.84
Cl 1.56 5.72 -2.97
H 3.14 4.31 -6.42
H 3.49 4.57 -4.69
H 3.53 2.92 -5.38
H 0.72 -0.01 -4.88
H 0.47 1.42 -5.90
H 2.10 0.91 -5.49
H 0.43 0.28 -2.55
H 1.25 2.87 0.89
H 0.54 0.43 2.17
H 0.99 1.94 2.96
H -1.36 2.75 2.71
H -1.78 1.24 1.89
H -0.72 1.41 4.75
H -2.44 1.29 4.32
H -0.47 -0.75 5.71
H -2.25 -0.74 5.65
H -0.58 -2.74 4.11
H -1.05 -3.03 5.78
H -3.27 -3.34 5.11
H 0.24 -1.80 0.33
H 1.50 -3.91 0.29
H 0.09 -4.78 -0.31
H 1.90 -2.88 -1.83
H 1.01 -4.28 -2.45
H -1.85 -3.23 -1.35
H -1.54 -1.47 -1.25
H 0.82 4.16 -0.76

16
Properties=species:S:1:pos:R:3 method="wB97M-V/def2-TZVPD" total_energy_ev=-20693.4585 multiplicity=1 de_lowest_ev=6.5929 total_charge=-1 largest_force_ev_per_a=1.008
O 2.57 -0.50 1.76
C 2.15 -1.27 0.77
C 0.84 -0.76 0.18
C 0.06 -1.44 -0.70
S -2.94 0.10 -0.84
N 0.54 0.46 0.64
C -0.12 1.56 -0.17
O 0.80 2.03 -0.94
H 2.02 -2.35 0.99
H 2.82 -1.24 -0.14
H 0.40 -2.37 -1.13
H -0.85 -0.96 -1.02
H -2.31 -0.27 0.28
H 1.38 0.76 1.17
H -0.53 2.26 0.59
H -1.02 1.11 -0.71

46
Properties=species:S:1:pos:R:3 method="wB97M-V/def2-TZVPD" s2=2.006 total_energy_ev=-61284.5174 multiplicity=3 de_lowest_ev=0.7742 total_charge=-1 largest_force_ev_per_a=3.992
Pt -0.80 0.76 -0.62
O -0.77 -0.71 0.91
C 0.17 -0.76 1.82
C -0.10 -1.47 3.02
C 0.73 -1.49 4.12
C 1.95 -0.81 4.12
C 2.28 -0.11 2.95
C 1.44 -0.17 1.77
C 2.02 0.34 0.53
N 1.40 0.76 -0.60
C 2.43 1.11 -1.45
C 3.65 0.96 -0.83
N 3.34 0.46 0.44
H -1.06 -1.91 2.99
H 0.44 -1.99 5.02
H 2.65 -0.81 4.89
H 3.17 0.48 2.90
H 2.26 1.53 -2.38
H 4.65 1.16 -1.20
H 4.06 0.29 1.12
O -0.76 2.70 0.62
N -0.12 3.62 -0.06
C 0.61 4.46 0.78
C 1.31 5.51 0.19
C 1.40 5.54 -1.16
C 0.76 4.64 -2.02
C -0.08 3.69 -1.38
S -0.93 2.52 -2.28
H 0.58 4.14 1.81
H 1.83 6.22 0.84
H 2.16 6.26 -1.55
H 0.86 4.62 -3.06
Cl -3.45 -7.20 -1.07
C -3.23 -5.49 -1.18
C -2.07 -4.85 -0.73
C -1.91 -3.55 -1.01
C -2.90 -2.81 -1.67
C -4.02 -3.45 -2.19
C -4.18 -4.82 -1.94
C -2.66 -1.33 -2.03
O -3.63 -0.65 -2.33
O -1.41 -0.86 -1.91
H -1.36 -5.41 -0.11
H -0.94 -2.94 -0.89
H -4.73 -2.80 -2.82
H -5.01 -5.41 -2.39